[1]
ORCA calculation (wB97M-V/def2-TZVPD) on an isolated molecule of C4H2ClFS2 at a distorted geometry.

The calculation puts the orbital gap at 7.21 eV. The SMILES is F/C(=C\Cl)C(=S)C=S. The electronic energy comes out at -41087.830 eV. Its spin multiplicity is 1. For the LUMO energy, the calculation gives -2.1 eV. Its energy above the lowest of the compared OMol25 structures with the same formula, charge and spin is 1.0143 eV.

XYZ file:
```
10
C4H2ClFS2 | OMol25 | wB97M-V/def2-TZVPD
C 1.840 0.461 -0.238
C 0.616 -0.168 0.010
C -0.744 0.404 0.137
C -1.874 -0.475 0.303
H 1.891 1.570 -0.333
H -2.614 -0.204 1.210
F 0.696 -1.425 0.491
S -1.067 1.978 -0.382
S -2.108 -1.671 -0.735
Cl 3.364 -0.470 -0.463
```

=====

[2]
ORCA calculation (wB97M-V/def2-TZVPD) on a cluster of 2 separate species, C4H2F2O in total at a distorted geometry.

The calculation puts the orbital gap (alpha / beta) at 8.34 / 8.32 eV. The electronic energy comes out at -11654.035 eV. Its spin multiplicity is 1. For the LUMO energy (alpha / beta), the calculation gives -2.4 / -2.4 eV. Its energy above the lowest of the compared OMol25 structures with the same formula, charge and spin is 7.5093 eV.

XYZ file:
```
9
C4H2F2O | OMol25 | wB97M-V/def2-TZVPD
C -2.084 1.024 0.857
C -0.869 0.801 0.468
C 0.083 -0.677 0.104
C 0.381 0.722 -0.056
O -0.470 -1.403 -0.839
F 1.085 1.310 -0.981
F 2.110 0.384 1.116
H 0.464 -1.332 0.978
H -0.699 -0.829 -1.645
```

=====

[3]
ORCA calculation (wB97M-V/def2-TZVPD) on an isolated molecule of C4H2F2O at a distorted geometry.

The calculation puts the orbital gap at 7.83 eV. The electronic energy comes out at -11653.907 eV. Its spin multiplicity is 1. For the LUMO energy, the calculation gives -1.3 eV. Its energy above the lowest of the compared OMol25 structures with the same formula, charge and spin is 7.6367 eV.

XYZ file:
```
9
C4H2F2O | OMol25 | wB97M-V/def2-TZVPD
C 0.826 -1.262 0.476
C 1.961 -0.979 -0.142
C 3.065 -1.185 -1.013
C 3.178 -0.047 -0.097
O -0.085 0.158 0.444
F 3.201 1.245 -0.596
F 3.831 0.099 1.020
H -0.663 0.123 -0.381
H 0.520 0.939 0.271
```

=====

[4]
ORCA calculation (wB97M-V/def2-TZVPD) on a cluster of 2 separate species, C4H2F2O in total at a distorted geometry.

The calculation puts the orbital gap (alpha / beta) at 5.95 / 5.94 eV. The electronic energy comes out at -11652.329 eV. Its spin multiplicity is 1. For the LUMO energy (alpha / beta), the calculation gives -3.1 / -3.1 eV. Its energy above the lowest of the compared OMol25 structures with the same formula, charge and spin is 9.2147 eV.

XYZ file:
```
9
C4H2F2O | OMol25 | wB97M-V/def2-TZVPD
C 2.843 1.136 1.886
C 2.266 0.134 1.769
C -0.480 -0.001 -1.010
C -0.738 -0.880 -0.017
O -1.080 1.170 -1.319
F -1.350 -0.640 1.081
F 0.083 -1.956 0.056
H 0.002 -0.551 -1.803
H -1.546 1.589 -0.643
```

=====

[5]
ORCA calculation (wB97M-V/def2-TZVPD) on a cluster of 2 separate species, C4H2F3NOS in total at a distorted geometry.

The calculation puts the orbital gap at 5.97 eV. The electronic energy comes out at -26697.668 eV. Its spin multiplicity is 1. For the LUMO energy, the calculation gives -2.8 eV.

XYZ file:
```
12
C4H2F3NOS | OMol25 | wB97M-V/def2-TZVPD
C 0.940 -0.082 0.148
C -1.243 -0.598 -0.283
C 1.067 0.059 -1.174
C 3.637 1.276 -1.825
N -0.377 -0.589 0.540
O -0.756 0.999 -2.797
F 4.056 1.957 -0.764
F 4.397 0.246 -1.973
F 3.551 1.879 -2.982
S -0.451 -0.285 -2.039
H 1.637 0.268 1.021
H -2.180 -1.044 -0.356
```

=====

[6]
ORCA calculation (wB97M-V/def2-TZVPD) on an isolated molecule of C4H2FIO at a distorted geometry.

The calculation puts the orbital gap (alpha / beta) at 8.10 / 8.18 eV. The electronic energy comes out at -17039.362 eV. Its spin multiplicity is 1. For the LUMO energy (alpha / beta), the calculation gives -0.5 / -0.6 eV. Its energy above the lowest of the compared OMol25 structures with the same formula, charge and spin is 4.3289 eV.

XYZ file:
```
9
C4H2FIO | OMol25 | wB97M-V/def2-TZVPD
C 1.223 -0.617 -0.005
C -0.253 1.300 0.001
C 0.316 -1.550 0.003
C -1.400 0.696 0.015
O 0.996 0.732 -0.015
F 0.308 -2.865 0.001
I -3.408 0.680 0.000
H 2.306 -0.752 -0.011
H -0.088 2.377 0.012
```

=====

[7]
ORCA calculation (wB97M-V/def2-TZVPD) on a structure of composition C4H2FeO at a distorted geometry.

The charge is +1. The calculation puts the orbital gap (alpha / beta) at 6.19 / 7.51 eV. The electronic energy comes out at -40601.811 eV. Its spin multiplicity is 6. For the LUMO energy (alpha / beta), the calculation gives -5.8 / -6.6 eV. Its energy above the lowest of the compared OMol25 structures with the same formula, charge and spin is 0.0000 eV.

XYZ file:
```
8
C4H2FeO | OMol25 | wB97M-V/def2-TZVPD
C -2.078 0.600 -0.087
C 0.507 0.983 0.119
C -0.716 0.707 0.033
C 2.428 -2.540 -0.102
O 2.752 -1.453 0.013
Fe 2.385 0.581 0.197
H -2.703 1.491 -0.178
H -2.574 -0.368 0.007
```

=====

[8]
ORCA calculation (wB97M-V/def2-TZVPD) on an isolated molecule of C4H2N2O at a distorted geometry.

The calculation puts the orbital gap at 10.16 eV. The SMILES is C#Cc1ncon1. The electronic energy comes out at -9203.553 eV. Its spin multiplicity is 1. For the LUMO energy, the calculation gives 0.2 eV. Its energy above the lowest of the compared OMol25 structures with the same formula, charge and spin is 3.1862 eV.

XYZ file:
```
9
C4H2N2O | OMol25 | wB97M-V/def2-TZVPD
C 2.563 1.207 0.925
C 1.552 0.773 0.273
C 0.257 0.166 -0.069
C -1.187 -1.149 -0.802
H 3.563 1.244 1.444
H -1.618 -2.150 -1.299
N 0.054 -0.936 -0.826
N -0.925 0.530 0.521
O -1.869 -0.279 0.003
```